A | Formula: C44H38As2F6P2Ti
Source: the Open Molecules 2025 dataset
Level of theory: ωB97M-V/def2-TZVPD

The geometry in XYZ format:
```
93
C44H38As2F6P2Ti, DFT ωB97M-V/def2-TZVPD
H 3.54 0.31 5.60
H 1.52 -4.15 1.00
C 0.59 -4.39 -0.94
C -3.08 -2.74 -3.73
H 1.21 1.09 5.86
C -0.41 -1.08 1.44
C -0.83 4.28 0.25
H -3.99 0.87 -3.98
C -1.19 -1.91 -4.96
P 5.06 -3.05 -1.76
H -4.81 2.59 4.95
C -4.09 0.60 -1.86
H 3.41 1.22 1.43
H -1.98 -2.04 0.25
H 3.59 4.32 -2.18
H -4.11 -3.07 -3.70
C -1.33 0.98 -1.89
H -0.26 6.39 3.44
H -0.03 1.94 3.92
C 1.26 -4.84 0.20
H 3.15 0.12 -2.74
H 2.06 4.27 -0.27
F 6.34 -3.68 -1.19
C -4.10 2.23 4.22
F 5.33 -1.69 -1.07
H -2.93 2.98 1.13
C -3.43 0.83 -3.06
H -1.68 7.25 1.61
C -2.32 1.28 2.33
H -0.25 -4.93 -2.85
C -3.38 1.07 4.47
F 4.16 -4.18 -1.27
C -2.33 -2.76 -2.56
H -2.78 -3.13 -1.65
C 1.68 1.11 4.89
H -3.53 0.53 5.40
C 0.27 -5.27 -1.97
C 1.60 -6.18 0.31
As 0.13 -2.53 -1.06
C 0.17 4.55 2.44
C 1.28 -7.06 -0.71
H -1.93 -0.31 3.75
H -3.91 0.40 0.26
C 1.60 1.61 2.54
F 5.43 -3.10 -3.22
H 1.54 -8.11 -0.62
C 2.99 0.67 4.74
H 0.68 -1.02 1.45
C -2.52 -2.31 -4.92
C -1.00 -2.36 -2.60
C 3.61 0.70 3.49
Ti 2.35 -1.10 -0.95
H 4.64 0.38 3.39
H -0.92 -3.14 1.11
C -3.94 2.92 3.02
C 2.29 3.34 -0.79
C -3.38 0.56 -0.67
F 3.04 -1.80 0.52
P 0.71 2.19 1.11
H -1.54 1.20 -4.01
H -5.16 0.46 -1.85
H -2.03 5.91 -0.43
C 2.92 1.18 2.39
C -0.03 3.79 1.29
H -0.71 -1.23 2.48
H -3.10 -2.31 -5.83
F 3.55 -2.28 -2.26
C -0.43 5.80 2.55
C 3.16 3.37 -1.88
C 2.03 0.93 -1.03
C 0.62 -6.61 -1.85
H 2.11 -6.53 1.20
H 0.62 -1.64 -3.85
C 0.98 1.58 3.79
H -4.51 3.82 2.83
C -0.43 -1.93 -3.80
As -1.10 0.69 0.99
H -0.98 3.70 -0.66
C -3.05 2.45 2.07
C 3.46 2.21 -2.56
C -2.00 0.75 -0.69
C -2.05 1.02 -3.07
H -0.74 -1.60 -5.89
H 0.81 4.19 3.24
C -0.95 -2.20 0.55
H -0.26 1.12 -1.91
H 0.37 -7.30 -2.64
C -2.48 0.59 3.53
C -1.22 6.28 1.52
C 1.74 2.13 -0.37
C -1.42 5.52 0.37
H 4.12 2.23 -3.42
C 2.90 1.00 -2.13
```

Multiplicity: 2
<S²>: 0.75
Charge: +3
Gap between HOMO and LUMO (alpha / beta) in eV: 7.52 / 7.60
M in g mol⁻¹: 940.44

Results of the Mulliken charge analysis, in e, for atoms 1 through 8: number 1, H, carries 0.454; number 2, H, carries 0.354; number 3, C, carries 0.599; number 4, C, carries -0.936; number 5, H, carries 0.500; number 6, C, carries -0.788; number 7, C, carries -0.445; number 8, H, carries 0.488

***

B | Formula: C44H38As2F6P2Ti
Source: the Open Molecules 2025 dataset
Level of theory: ωB97M-V/def2-TZVPD

The geometry in XYZ format:
```
93
C44H38As2F6P2Ti, DFT ωB97M-V/def2-TZVPD
H 3.16 -3.12 2.20
C 3.55 4.88 0.33
C -5.50 0.39 -1.61
H -8.32 1.25 0.04
C -2.51 -1.03 -4.84
F -4.96 -4.62 1.53
H -2.70 -1.97 -2.93
H 2.94 1.83 2.79
H 0.75 -2.07 -4.06
H -4.34 0.93 1.55
C 5.57 -1.17 -0.51
H -0.16 -0.63 5.78
C -6.84 0.66 -1.39
C 6.12 -0.56 1.76
H 5.88 -1.46 -1.51
C -2.34 0.17 -5.52
As 1.08 0.93 0.00
C 0.87 -0.83 -2.33
C 2.25 1.28 3.43
C 0.69 -4.95 0.82
C 2.22 -3.32 1.70
H -1.03 -4.20 -0.22
C -2.56 -1.03 -3.45
H 1.16 -0.21 -5.64
C -0.63 1.30 0.86
H 4.47 -0.18 3.07
H -0.35 2.14 1.50
H -0.86 0.49 1.57
As -2.74 0.13 -0.85
H -2.32 0.17 -6.60
C 1.45 3.73 0.47
C 1.84 -4.65 1.51
C 1.40 -2.29 1.24
Ti -1.73 -1.88 0.59
C 4.20 3.69 0.03
F -2.69 -4.07 2.28
H 0.38 3.78 0.63
C -0.14 -3.92 0.36
C 6.51 -0.92 0.48
C -4.60 0.50 -0.56
H 7.57 -1.00 0.24
H 2.35 2.75 4.98
H -1.54 2.39 -0.80
F -2.28 -1.32 2.21
H 3.49 -1.29 -0.99
F -4.39 -3.34 3.50
H 1.68 5.84 0.75
H -2.13 2.30 -5.35
H 1.53 2.08 -4.79
H -2.57 2.13 0.59
C 0.51 -0.10 5.12
C 1.13 -0.02 -4.58
F -3.36 -3.18 0.41
C 1.34 1.27 -4.10
C -1.81 1.66 -0.03
C 4.77 -0.45 2.06
H 3.99 1.60 -0.32
H 0.42 -1.59 3.59
C -5.03 0.87 0.71
C 0.20 -2.58 0.58
C -2.30 1.37 -3.43
H -2.61 -1.96 -5.38
C 4.22 -1.07 -0.22
C -6.37 1.14 0.93
H 6.86 -0.38 2.52
C 0.90 -1.07 -3.69
C 1.92 1.81 4.67
H 0.70 -1.65 -1.64
H 0.81 1.53 6.48
C 3.48 2.51 -0.05
H 5.26 3.68 -0.15
H -6.71 1.43 1.91
H 4.12 5.80 0.39
C 0.83 -0.63 3.88
C 1.32 1.52 -2.74
P -4.10 -3.47 2.00
H 1.50 2.52 -2.38
H -5.17 0.11 -2.61
C -2.45 0.17 -2.75
C 3.82 -0.70 1.07
C -7.27 1.04 -0.13
F -4.87 -2.18 1.66
C 1.07 0.47 -1.85
H 0.44 -5.98 0.60
C 1.71 0.06 3.04
C 2.18 4.91 0.54
C -2.24 1.36 -4.82
H -2.25 2.32 -2.92
P 2.09 -0.64 1.45
C 1.05 1.12 5.51
H -7.55 0.59 -2.20
H 2.48 -5.44 1.88
C 2.10 2.53 0.18
```

Multiplicity: 2
<S²>: 0.75
Charge: +3
Gap between HOMO and LUMO (alpha / beta) in eV: 7.38 / 7.49
M in g mol⁻¹: 940.44

Results of the Mulliken charge analysis, in e, for atoms 1 through 8: number 1, H, carries 0.574; number 2, C, carries -0.684; number 3, C, carries -0.548; number 4, H, carries 0.424; number 5, C, carries -0.872; number 6, F, carries -0.181; number 7, H, carries 0.448; number 8, H, carries 0.510

***

Relative energies, unit kJ/mol: A 0.0; B 69.3